Formula: C31H58Cl12O15
Source: the Open Molecules 2025 dataset
Level of theory: ωB97M-V/def2-TZVPD

Bonds (Å) are listed after each position.
Positions of all 116 atoms, in Å:
1 C 2.95986 -2.35539 -3.07423  Cl2 1.744, Cl3 1.791, Cl4 1.756, H5 1.090
2 Cl 3.19078 -2.53644 -4.79287  C1 1.744
3 Cl 4.24603 -1.26909 -2.46193  C1 1.791
4 Cl 2.96124 -3.83509 -2.12942  C1 1.756
5 H 2.00028 -1.84682 -2.98109  C1 1.090
6 C 5.75967 -0.15938 1.42326  Cl7 1.794, Cl8 1.783, Cl9 1.764, H10 1.090
7 Cl 4.04425 -0.67842 1.35042  C6 1.794
8 Cl 6.68867 -1.25058 0.36289  C6 1.783
9 Cl 6.33744 -0.27254 3.08626  C6 1.764
10 H 5.88789 0.86480 1.07296  C6 1.090
11 C -4.46905 3.29102 -2.04846  Cl12 1.750, Cl13 1.776, Cl14 1.807, H15 1.090
12 Cl -5.38581 2.03245 -2.84648  C11 1.750
13 Cl -4.97239 3.61988 -0.37708  C11 1.776
14 Cl -4.55556 4.83850 -2.97730  C11 1.807
15 H -3.40313 3.06767 -2.00348  C11 1.090
16 C 2.64542 -3.41297 4.97610  Cl17 1.790, Cl18 1.782, Cl19 1.785, H20 1.090
17 Cl 1.17827 -2.78071 5.78395  C16 1.790
18 Cl 2.76335 -2.77903 3.31519  C16 1.782
19 Cl 2.64808 -5.19718 5.01105  C16 1.785
20 H 3.51291 -3.08065 5.54629  C16 1.090
21 C -2.76998 -2.01601 3.07661  O22 1.423, H27 1.090, H28 1.090, H29 1.090
22 O -2.57467 -0.72298 2.51653  C21 1.423, C23 1.313
23 C -2.66779 0.40630 3.17944  O22 1.313, O24 1.199, O25 1.384
24 O -3.01259 0.56643 4.31663  C23 1.199
25 O -2.15952 1.37093 2.32629  C23 1.384, C26 1.423
26 C -2.05041 2.72626 2.74578  O25 1.423, H30 1.090, H31 1.090, H32 1.090
27 H -3.22945 -2.04248 4.06468  C21 1.090
28 H -1.87416 -2.62752 3.18451  C21 1.090
29 H -3.45435 -2.54259 2.41143  C21 1.090
30 H -3.03829 3.17497 2.64162  C26 1.090
31 H -1.27739 3.34125 2.28500  C26 1.090
32 H -1.82272 2.98076 3.78091  C26 1.090
33 C -0.82281 2.14813 -0.82670  O34 1.452, H39 1.090, H40 1.090, H41 1.090
34 O -0.42761 1.13792 0.13853  C33 1.452, C35 1.391
35 C 0.13829 -0.03764 -0.34281  O34 1.391, O36 1.211, O37 1.318
36 O 0.43545 -0.16138 -1.51014  C35 1.211
37 O 0.45933 -0.80592 0.67853  C35 1.318, C38 1.430
38 C 0.85378 -2.14643 0.37631  O37 1.430, H42 1.090, H43 1.090, H44 1.090
39 H -1.34081 1.76661 -1.70659  C33 1.090
40 H 0.08779 2.66637 -1.12725  C33 1.090
41 H -1.51253 2.88773 -0.42003  C33 1.090
42 H 1.80554 -1.97033 -0.12494  C38 1.090
43 H 0.30030 -2.78003 -0.31673  C38 1.090
44 H 1.01786 -2.76748 1.25692  C38 1.090
45 C -0.25574 -4.96159 2.79500  O46 1.432, H51 1.090, H52 1.090, H53 1.090
46 O 0.81652 -5.90635 2.70247  C45 1.432, C47 1.294
47 C 1.14582 -6.39564 1.55120  O46 1.294, O48 1.216, O49 1.309
48 O 0.54708 -6.08609 0.53951  C47 1.216
49 O 2.25275 -7.08994 1.63027  C47 1.309, C50 1.403
50 C 2.89313 -7.62712 0.50349  O49 1.403, H54 1.090, H55 1.090, H56 1.090
51 H -0.07942 -4.41457 3.72116  C45 1.090
52 H -1.20688 -5.48928 2.72444  C45 1.090
53 H -0.31978 -4.22394 1.99508  C45 1.090
54 H 3.96262 -7.47149 0.64515  C50 1.090
55 H 2.61183 -7.17850 -0.44925  C50 1.090
56 H 2.73182 -8.66727 0.22035  C50 1.090
57 C -5.38511 0.26556 0.55320  C58 1.497, H61 1.090, H62 1.090, H63 1.090
58 C -4.59861 -0.33767 -0.56877  C57 1.497, O59 1.220, C60 1.514
59 O -5.14507 -1.10264 -1.34593  C58 1.220
60 C -3.09938 -0.16724 -0.69041  C58 1.514, H64 1.090, H65 1.090, H66 1.090
61 H -4.88264 1.19405 0.82435  C57 1.090
62 H -5.55760 -0.42744 1.37668  C57 1.090
63 H -6.40733 0.51287 0.26685  C57 1.090
64 H -2.68641 -1.17125 -0.78798  C60 1.090
65 H -2.75725 0.41125 0.16773  C60 1.090
66 H -2.97697 0.39175 -1.61812  C60 1.090
67 C 0.83372 0.45174 3.85689  C68 1.524, H71 1.090, H72 1.090, H73 1.090
68 C 1.72325 1.68604 3.94858  C67 1.524, O69 1.192, C70 1.538
69 O 1.32762 2.75634 3.60558  C68 1.192
70 C 3.16295 1.43270 4.42603  C68 1.538, H74 1.090, H75 1.090, H76 1.090
71 H 0.50200 0.21212 4.86716  C67 1.090
72 H 1.39918 -0.37910 3.43492  C67 1.090
73 H 0.00390 0.65458 3.17987  C67 1.090
74 H 3.23472 1.23314 5.49520  C70 1.090
75 H 3.70367 2.36949 4.29131  C70 1.090
76 H 3.71554 0.63031 3.93724  C70 1.090
77 C 3.61732 3.45575 0.62185  C78 1.537, H81 1.090, H82 1.090, H83 1.090
78 C 4.14417 2.72778 -0.62458  C77 1.537, O79 1.191, C80 1.450
79 O 5.30939 2.62168 -0.84484  C78 1.191
80 C 3.14900 2.45895 -1.64403  C78 1.450, H84 1.090, H85 1.090, H86 1.090
81 H 2.82900 2.93527 1.16567  C77 1.090
82 H 3.24214 4.40730 0.24515  C77 1.090
83 H 4.40552 3.57887 1.36460  C77 1.090
84 H 3.76620 2.36286 -2.53730  C80 1.090
85 H 2.33391 3.16101 -1.81971  C80 1.090
86 H 2.62043 1.52021 -1.47827  C80 1.090
87 C -0.78742 -3.95090 -2.43533  C88 1.506, H91 1.090, H92 1.090, H93 1.090
88 C -0.95587 -4.04674 -3.92920  C87 1.506, O89 1.214, C90 1.513
89 O -0.11116 -4.48960 -4.68028  C88 1.214
90 C -2.15122 -3.32324 -4.50990  C88 1.513, H94 1.090, H95 1.090, H96 1.090
91 H -0.58229 -2.89935 -2.23471  C87 1.090
92 H 0.07330 -4.57846 -2.20417  C87 1.090
93 H -1.66286 -4.29474 -1.88444  C87 1.090
94 H -2.11776 -3.54687 -5.57619  C90 1.090
95 H -2.04671 -2.24236 -4.41571  C90 1.090
96 H -3.10986 -3.69821 -4.15142  C90 1.090
97 C -1.28838 6.01829 -2.05777  C98 1.574, H101 1.090, H102 1.090, H103 1.090
98 C -1.21137 6.13068 -0.48928  C97 1.574, O99 1.249, C100 1.566
99 O -0.65797 5.25432 0.20687  C98 1.249
100 C -2.35417 7.00980 0.12206  C98 1.566, H104 1.090, H105 1.090, H106 1.090
101 H -1.39646 4.98718 -2.39426  C97 1.090
102 H -0.31062 6.30251 -2.44676  C97 1.090
103 H -2.07788 6.62121 -2.50639  C97 1.090
104 H -1.99225 8.03796 0.12035  C100 1.090
105 H -2.46152 6.66680 1.15110  C100 1.090
106 H -3.29074 6.99949 -0.43547  C100 1.090
107 C -0.66996 1.10298 -5.63820  C108 1.530, H111 1.090, H112 1.090, H113 1.090
108 C -0.65132 2.02258 -4.41615  C107 1.530, O109 1.206, C110 1.537
109 O -1.69897 2.35793 -3.92129  C108 1.206
110 C 0.72352 2.36096 -3.81741  C108 1.537, H114 1.090, H115 1.090, H116 1.090
111 H -0.26218 0.16303 -5.26631  C107 1.090
112 H -0.06246 1.56679 -6.41533  C107 1.090
113 H -1.69412 0.84090 -5.90373  C107 1.090
114 H 0.46720 3.07013 -3.03033  C110 1.090
115 H 1.34504 2.89025 -4.53968  C110 1.090
116 H 1.26757 1.51946 -3.38848  C110 1.090

Properties
Charge: -1
2S+1: 2
HOMO-LUMO gap (spin up / spin down) (eV): 1.288 / 5.899
HOMO (spin up / spin down) (Ha): 0.007 / -0.163
E_tot (eV): -214066.122